Molecular formula: C29H29BBr2N6O2SbSn
Method: DFT, wB97M-V/def2-TZVPD

CARTESIAN COORDINATES (ANGSTROEM)
C  -6.1077  -2.0610  0.4918
H  1.7010  1.5803  -3.4256
C  -2.1040  -0.4010  3.2173
C  -4.9844  -2.7889  0.8508
C  3.1085  5.0809  -1.7363
C  2.9363  1.5387  3.5093
H  0.9628  -3.9295  3.0042
Br  3.3170  0.4625  -1.0961
C  2.5915  1.6216  2.1646
C  0.7899  2.4401  -0.3987
C  4.2245  4.3715  -2.0598
H  -6.8755  -0.4481  -0.7003
N  1.4416  -0.0026  2.9983
N  0.9326  -1.7773  0.6288
N  -0.9631  -0.4557  2.5280
C  0.8253  5.2132  -0.8568
H  0.0617  2.2444  -3.2526
H  -7.0652  -2.3094  0.9301
H  1.3745  -2.8313  -1.1302
C  0.6472  1.4082  -3.6319
C  -0.2857  3.2332  -0.0948
C  -6.0018  -1.0199  -0.4188
Sb  -0.0501  -0.4329  -2.7759
N  -1.1331  0.1911  1.3445
C  -1.4942  -0.7900  -4.2837
H  -5.0558  -3.5899  1.5731
H  -0.9719  -0.7788  -5.2406
H  -1.1787  2.8005  0.3388
H  1.6081  -1.5958  -4.4924
H  -2.7608  1.1569  0.4414
H  0.9639  -2.8415  -3.4031
C  -3.7546  -2.4882  0.2857
C  1.3985  -1.8440  -3.4519
C  1.0317  -3.4510  2.0415
H  -2.1688  -0.8656  4.1868
Sn  0.5175  0.3153  -0.0751
H  2.3280  -1.8076  -2.8892
H  3.0730  6.1516  -1.8931
H  0.2418  -1.6119  4.0468
C  3.1553  2.3604  -1.3209
H  -2.2338  0.0060  -4.2580
C  -3.6305  -1.4544  -0.6398
C  1.9689  4.4444  -1.1869
H  -1.1483  5.2167  -0.0661
H  0.8531  6.2802  -1.0389
H  -4.0674  0.5084  2.7510
H  2.1028  0.0742  4.9892
C  1.3343  -3.9641  0.7927
C  -2.3524  -1.0590  -1.3142
C  -4.7690  -0.7197  -0.9704
C  -3.0474  0.2976  2.4842
C  2.1747  0.4944  3.9999
H  -1.9707  -1.7540  -4.1300
C  1.2465  -2.8732  -0.0630
Br  -2.2659  -3.4780  0.9107
O  -2.1868  0.1620  -1.6090
N  0.7978  -2.1407  1.9214
H  5.1304  2.4068  -2.1004
C  4.2491  2.9794  -1.8470
O  -1.4896  -1.9314  -1.6055
C  1.9578  3.0387  -0.9608
N  1.6922  0.6833  1.8635
H  5.0935  4.8601  -2.4778
C  -2.3932  0.6441  1.3137
H  0.4965  1.3231  -4.7080
C  -0.2782  4.6266  -0.3208
H  1.5701  -4.9819  0.5393
H  2.9442  2.3099  1.4150
B  0.3751  -1.1048  2.9753
H  -4.6638  0.0920  -1.6777
H  3.6365  2.1515  4.0477

Results
* net charge: +1
* LUMO level: -2.68 eV
* frontier orbital gap: 8.0 eV
* largest force on an atom: 0.002 hartree/bohr